DFT (ωB97M-V/def2-TZVPD) results for a structure of composition C13H42MnO13 in a non-equilibrium geometry.

Geometry as XYZ:
```
69
C13H42MnO13 | OMol25 | ωB97M-V/def2-TZVPD
Mn 1.18 -3.14 1.03
C 3.96 -2.79 4.46
C 2.60 -3.13 3.85
O 1.78 -3.90 4.39
O 2.31 -2.62 2.71
H 4.87 -2.82 3.87
H 4.11 -3.31 5.41
H 3.87 -1.72 4.65
C -0.23 0.44 -0.45
C 0.38 -0.92 -0.06
O -0.31 -1.96 0.09
O 1.59 -1.10 0.24
H -1.07 0.32 -1.13
H 0.53 1.08 -0.89
H -0.57 1.01 0.41
C -0.05 -0.41 -4.45
O 0.61 -1.60 -4.27
H 0.25 0.21 -5.30
H -1.14 -0.49 -4.44
H 0.26 0.12 -3.54
H 1.55 -1.54 -4.05
C 2.89 1.61 1.74
O 3.09 1.27 0.36
H 2.75 0.70 2.32
H 3.70 2.17 2.20
H 2.00 2.24 1.84
H 2.81 0.35 0.30
C -3.34 -2.22 -1.33
O -2.65 -3.18 -0.55
H -4.31 -2.71 -1.47
H -3.55 -1.20 -1.00
H -3.01 -2.21 -2.37
H -1.78 -2.87 -0.30
C 0.32 3.42 -3.10
O 0.32 4.45 -2.08
H -0.57 3.44 -3.72
H 1.25 3.33 -3.66
H 0.39 2.48 -2.54
H 1.15 4.36 -1.61
C -4.15 1.64 -2.52
O -4.39 0.82 -3.64
H -5.02 1.75 -1.88
H -3.32 1.26 -1.93
H -3.88 2.65 -2.87
H -5.19 0.29 -3.56
C 4.26 -1.29 -3.04
O 3.10 -1.95 -3.05
H 4.20 -0.35 -2.50
H 4.95 -1.95 -2.51
H 4.58 -1.16 -4.07
H 2.77 -2.10 -2.16
C -0.97 4.32 0.69
O -1.73 4.07 1.78
H -0.73 3.39 0.19
H -1.47 5.01 0.01
H 0.00 4.71 1.01
H -1.51 3.19 2.09
C -2.12 1.48 4.25
O -1.58 1.50 2.95
H -1.66 0.91 5.05
H -2.13 2.50 4.65
H -3.15 1.18 4.05
H -0.69 1.15 2.87
C -1.68 -3.24 2.66
O -0.39 -3.75 2.36
H -2.15 -3.91 3.39
H -1.53 -2.26 3.10
H -2.42 -3.18 1.86
H 0.00 -3.82 3.23
```

Properties
E_LUMO (spin up / spin down)	-1.2 / -1.5	eV
molar mass	461.40	g mol⁻¹
spin multiplicity	6
energy above the lowest of the compared OMol25 structures with the same formula, charge and spin	2.555	eV
HOMO (spin up / spin down)	-9.6 / -9.6	eV
frontier orbital gap (spin up / spin down)	0.3084 / 0.2986	Eh

Here are the Mulliken charges for atoms 1 to 4, given in e:
1 Mn 0.864
2 C -1.084
3 C 0.697
4 O -0.733

---

DFT (ωB97M-V/def2-TZVPD) results for a cluster of 3 separate species, C13H43B3IN6O6P2 in total in a non-equilibrium geometry.

Geometry as XYZ:
```
74
C13H43B3IN6O6P2 | OMol25 | ωB97M-V/def2-TZVPD
C -2.94 1.24 0.88
O -2.70 2.64 0.72
B -1.90 2.96 -0.39
O -2.18 2.39 -1.66
B -0.64 4.08 -0.17
I 0.65 3.33 1.53
B -1.42 5.53 0.21
O -1.49 6.03 1.52
O -2.06 6.23 -0.86
H -2.05 0.79 1.32
H -3.73 1.12 1.62
H -3.22 0.79 -0.07
H -3.12 2.57 -1.81
H 0.05 4.17 -1.15
H -0.84 6.74 1.61
H -2.94 5.83 -0.93
O -5.77 -2.34 1.11
P -5.56 -3.58 0.25
N -4.33 -2.98 -0.80
C -4.55 -1.81 -1.64
C -3.06 -2.84 -0.11
N -7.14 -3.65 -0.42
C -7.47 -3.36 -1.80
C -8.22 -3.21 0.45
N -5.28 -5.26 -0.32
C -5.04 -6.19 0.80
C -4.44 -5.62 -1.44
H -3.67 -1.60 -2.24
H -4.78 -0.91 -1.05
H -5.35 -1.97 -2.36
H -2.80 -3.76 0.42
H -3.09 -2.02 0.62
H -2.25 -2.64 -0.82
H -7.50 -2.28 -1.99
H -8.45 -3.78 -2.05
H -6.76 -3.83 -2.49
H -8.33 -2.11 0.45
H -8.05 -3.53 1.47
H -9.17 -3.65 0.13
H -4.05 -6.05 1.24
H -5.14 -7.22 0.47
H -5.79 -6.03 1.58
H -3.37 -5.53 -1.22
H -4.66 -5.02 -2.32
H -4.65 -6.66 -1.71
O 4.53 2.74 0.28
P 6.02 2.47 0.36
N 6.09 1.06 -0.64
C 5.32 -0.13 -0.30
C 5.87 1.40 -2.04
N 6.11 2.17 2.05
C 6.35 0.88 2.65
C 5.19 2.95 2.87
N 7.81 2.62 0.32
C 8.25 3.96 -0.10
C 8.71 1.62 -0.22
H 5.50 -0.91 -1.04
H 4.24 0.06 -0.26
H 5.64 -0.55 0.65
H 6.54 2.21 -2.35
H 4.84 1.72 -2.23
H 6.10 0.54 -2.69
H 5.44 0.26 2.65
H 6.67 1.00 3.69
H 7.15 0.34 2.15
H 4.18 2.52 2.89
H 5.11 3.97 2.50
H 5.57 3.02 3.90
H 8.10 4.12 -1.17
H 9.30 4.12 0.13
H 7.68 4.73 0.44
H 8.71 1.59 -1.32
H 8.49 0.63 0.15
H 9.73 1.86 0.10
```

Properties
E_LUMO	1.5	eV
molar mass	600.81	g mol⁻¹
HOMO	-3.6	eV
frontier orbital gap	0.1867	Eh
net charge	-1

Here are the Mulliken charges for atoms 1 to 4, given in e:
1 C -0.541
2 O -0.478
3 B -0.334
4 O -0.585